The following is a quantum chemistry calculation of the molecule C5H5ClN4S at a distorted geometry, from the Open Molecules 2025 dataset.

Computed properties:
- SMILES: CC(=N/[N+]([S-])=C\C#N)/N=C/Cl
- Highest occupied orbital energy: -8.56 eV

The geometry in XYZ format:
```
16
Properties=species:S:1:pos:R:3:forces:R:3
Cl -2.824 -1.280 0.706 -0.539 -0.213 -0.431
S -0.095 2.523 1.338 -0.217 0.411 1.113
N -0.100 1.594 -0.028 2.110 -0.892 1.376
N -0.249 -1.014 0.487 -5.365 -0.335 2.173
N 0.972 0.732 -0.144 1.567 2.765 -1.175
N -1.101 0.182 -2.978 -0.194 0.202 -0.262
C 2.069 -1.351 0.171 -0.536 -0.161 0.880
C -0.912 1.753 -0.977 -3.461 1.227 -1.363
C 0.898 -0.449 0.254 0.923 -0.460 -0.532
C -1.273 -0.817 1.238 2.024 -1.740 -2.177
C -1.054 0.960 -2.132 0.901 -0.940 0.095
H 2.786 -0.929 0.927 -0.152 -0.862 -1.102
H -1.346 -0.659 2.275 0.645 1.074 1.240
H -1.719 2.465 -0.746 0.599 -0.166 -0.407
H 2.374 -1.420 -0.886 0.411 0.076 0.706
H 1.575 -2.289 0.495 1.282 0.014 -0.133
```
Positions in Å, forces in eV/Å.

For reference, the natural (NBO) charges in units of e are:
1 Cl 0.045
2 S -0.112
3 N -0.197
4 N -0.457
5 N -0.325
6 N -0.255
7 C -0.647
8 C -0.069
9 C 0.451
10 C 0.155
11 C 0.215
12 H 0.252
13 H 0.207
14 H 0.251
15 H 0.258
16 H 0.228